one:
DFT (ωB97M-V/def2-TZVPD) results for a cluster of 2 separate species, C2H5S in total.

The orbital gap is 6.43 eV. The total charge is -1. Its spin multiplicity is 1.

Last column: Löwdin charge in e.
Geometry (Å):
S  0.658  1.680  -1.221  -0.420
H  -0.444  2.100  -1.903  -0.501
C  -1.040  -1.326  1.170  -0.085
C  -0.233  -2.347  1.513  -0.102
H  -2.124  -1.398  1.108  0.035
H  -0.668  -0.326  0.947  0.006
H  0.762  -2.354  1.073  0.038
H  -0.534  -3.036  2.301  0.029



two:
DFT (ωB97M-V/def2-TZVPD) results for the ion C2H5S with charge -1.

As for the structure (SMILES): CC[S-]. The orbital gap is 6.48 eV. The total charge is -1. Its spin multiplicity is 1.

Last column: Löwdin charge in e.
Geometry (Å):
C  0.602  -0.495  0.018  -0.297
C  -0.384  0.544  0.176  -0.870
S  -2.156  0.064  -0.070  -0.022
H  0.319  -0.974  -0.955  0.069
H  0.643  -1.270  0.729  0.036
H  1.571  -0.174  -0.116  0.021
H  -0.289  1.021  -0.837  0.011
H  -0.304  1.283  1.055  0.052



Decreasing stability: two, one



one:
DFT (ωB97M-V/def2-TZVPD) results for a cluster of 8 separate species, H16O8 in total.

As for the structure (SMILES): O.O.O.O.O.O.O.O. The orbital gap is 10.19 eV. Its spin multiplicity is 1.

Last column: Löwdin charge in e.
Geometry (Å):
O  0.889  -3.651  0.738  -0.054
H  1.533  -2.966  0.534  -0.017
H  0.262  -3.232  1.336  0.034
O  0.354  2.703  2.349  -0.072
H  -0.517  2.782  2.750  0.029
H  0.304  1.861  1.880  -0.005
O  -3.160  1.740  0.383  -0.052
H  -2.471  1.406  -0.209  0.003
H  -3.726  2.285  -0.169  0.045
O  2.818  -1.340  0.053  -0.036
H  3.313  -1.306  0.880  0.080
H  3.372  -0.874  -0.582  0.069
O  0.957  -0.867  -3.555  -0.052
H  1.911  -0.842  -3.442  0.031
H  0.626  -1.334  -2.780  0.031
O  -1.067  1.111  -1.743  -0.038
H  -0.536  1.909  -1.851  0.080
H  -1.383  0.905  -2.629  0.074
O  -1.630  0.158  2.426  -0.068
H  -0.988  -0.329  1.893  -0.006
H  -2.152  0.655  1.783  -0.009
O  0.246  -0.244  0.325  -0.065
H  -0.057  0.139  -0.513  0.000
H  1.103  -0.668  0.143  -0.003



two:
DFT (ωB97M-V/def2-TZVPD) results for a cluster of 8 separate species, H16O8 in total.

As for the structure (SMILES): O.O.O.O.O.O.O.O. The orbital gap is 11.30 eV. Its spin multiplicity is 1.

Last column: Löwdin charge in e.
Geometry (Å):
O  -29.037  -10.815  -10.628  -0.073
H  -29.377  -11.113  -9.786  -0.004
H  -28.092  -10.653  -10.400  0.042
O  -27.174  -13.580  -9.825  -0.028
H  -26.948  -13.097  -10.613  0.046
H  -26.916  -13.022  -9.097  0.021
O  -30.710  -10.970  -4.345  -0.053
H  -30.475  -10.588  -5.167  -0.051
H  -31.003  -10.207  -3.819  0.043
O  -29.618  -9.456  -6.242  -0.016
H  -28.808  -9.453  -5.754  0.046
H  -30.061  -8.667  -5.949  0.089
O  -28.273  -11.046  -7.806  -0.043
H  -28.580  -11.898  -7.621  -0.035
H  -28.951  -10.541  -7.338  0.017
O  -29.389  -13.537  -7.941  -0.028
H  -29.023  -13.687  -8.799  0.012
H  -29.179  -14.407  -7.590  0.067
O  -26.975  -13.096  -5.556  -0.036
H  -26.446  -13.015  -6.378  0.047
H  -27.802  -13.408  -5.881  -0.007
O  -26.580  -9.696  -6.104  -0.032
H  -25.786  -10.181  -5.997  0.020
H  -27.173  -10.184  -6.656  -0.043



Decreasing stability: one, two



one:
DFT (ωB97M-V/def2-TZVPD) results for a cluster of 8 separate species, H16O8 in total.

As for the structure (SMILES): O.O.O.O.O.O.O.O. The orbital gap is 10.72 eV. Its spin multiplicity is 1.

Last column: Löwdin charge in e.
Geometry (Å):
O  -0.611  -0.215  -0.302  -0.036
H  0.212  0.132  0.059  0.029
H  -0.982  0.526  -0.794  0.019
O  -0.236  -2.070  2.563  -0.061
H  0.015  -2.775  3.171  0.034
H  0.577  -1.568  2.438  0.019
O  -4.391  -2.185  -1.905  -0.062
H  -4.560  -3.124  -1.769  0.032
H  -4.321  -2.096  -2.862  0.031
O  -3.054  2.631  -0.451  -0.055
H  -3.642  1.868  -0.505  0.044
H  -2.197  2.286  -0.724  0.009
O  3.139  -2.245  1.015  -0.062
H  2.752  -2.903  0.426  0.042
H  3.938  -1.961  0.556  0.030
O  3.705  2.889  -0.671  -0.064
H  2.851  3.189  -0.337  0.031
H  4.259  3.677  -0.638  0.036
O  -2.198  2.228  2.060  -0.064
H  -1.514  1.624  1.747  0.015
H  -2.345  1.962  2.975  0.040
O  2.632  -0.759  -2.305  -0.057
H  2.388  -0.221  -1.544  0.018
H  3.582  -0.891  -2.204  0.032



two:
DFT (ωB97M-V/def2-TZVPD) results for a cluster of 8 separate species, H16O8 in total.

As for the structure (SMILES): O.O.O.O.O.O.O.O. The orbital gap is 9.68 eV. Its spin multiplicity is 1.

Last column: Löwdin charge in e.
Geometry (Å):
O  -2.637  1.873  -0.935  -0.019
H  -3.504  2.036  -1.300  0.050
H  -2.088  2.309  -1.560  0.014
O  -0.115  3.456  -0.775  0.006
H  -0.873  2.960  -0.604  -0.043
H  -0.303  4.370  -0.700  0.030
O  2.812  0.118  0.754  -0.013
H  3.568  -0.234  0.290  0.061
H  2.051  -0.384  0.528  -0.002
O  -1.117  -4.142  -0.178  -0.088
H  -1.256  -4.969  0.312  0.040
H  -0.476  -3.651  0.385  -0.012
O  0.588  -2.281  0.763  -0.031
H  0.793  -2.263  -0.157  0.045
H  1.386  -2.664  1.153  0.101
O  -0.452  0.176  0.791  -0.030
H  -0.391  -0.753  0.951  -0.011
H  -1.387  0.284  0.599  0.044
O  -0.203  -0.695  -1.818  -0.003
H  -0.729  -1.397  -2.073  0.001
H  -0.502  -0.591  -0.926  -0.033
O  1.797  2.484  1.463  -0.072
H  0.866  2.360  1.563  -0.012
H  2.168  1.590  1.474  -0.023



Decreasing stability: two, one